Below is C18H37O2P3Sn as an isolated structure at a distorted geometry, with properties calculated with ωB97M-V/def2-TZVPD.

The relative energy (zero: lowest compared OMol25 entry of this formula, charge and spin) is 16.9 kJ/mol. The electronic energy is -2095.2383 Ha. As for the total charge: +4. The strongest force on any atom comes out at 5.4 eV Å⁻¹. The spin multiplicity is 1. The value obtained for the LUMO energy (alpha / beta) is -14.60 / -15.17 eV. The value obtained for the HOMO energy (alpha / beta) is -19.65 / -19.64 eV.

The geometry in XYZ format:
```
61
Properties=species:S:1:pos:R:3:nbo_charge:R:1
Sn 0.043 0.455 0.374 0.77
P 1.472 1.012 2.623 0.98
P -1.551 2.596 0.073 0.99
P 2.181 -0.539 -0.820 1.02
H -1.727 -3.264 2.290 0.19
C -0.826 -3.835 2.040 -0.40
C 0.208 -3.876 2.895 -0.39
H 0.101 -3.513 3.929 0.22
C 0.776 1.329 4.274 -0.94
C 2.361 2.566 2.259 -0.95
C 2.804 -0.189 3.011 -0.94
C -3.151 2.201 -0.717 -0.95
C -2.071 3.545 1.540 -0.94
C -0.862 3.875 -1.028 -0.94
C 2.750 -2.082 -0.038 -0.96
C 3.647 0.539 -0.853 -0.95
C 2.021 -1.022 -2.560 -0.94
H -0.797 -4.250 1.027 0.20
H 1.152 -4.393 2.664 0.22
H 0.299 0.423 4.670 0.28
H 0.045 2.148 4.241 0.27
H 1.599 1.632 4.941 0.31
H 1.637 3.382 2.137 0.26
H 2.951 2.466 1.339 0.25
H 3.030 2.805 3.098 0.30
H 2.361 -1.193 3.093 0.27
H 3.247 0.081 3.982 0.31
H 3.590 -0.186 2.241 0.25
H -3.247 2.765 -1.656 0.30
H -3.972 2.485 -0.044 0.31
H -3.253 1.128 -0.935 0.22
H -2.332 4.570 1.242 0.31
H -1.272 3.588 2.287 0.26
H -2.946 3.085 2.010 0.28
H -1.640 4.616 -1.254 0.30
H -0.508 3.418 -1.962 0.26
H -0.006 4.374 -0.553 0.28
H 3.105 -2.742 -0.842 0.30
H 1.943 -2.586 0.508 0.28
H 3.576 -1.879 0.653 0.28
H 4.305 0.189 -1.663 0.31
H 4.193 0.505 0.098 0.27
H 3.354 1.579 -1.061 0.27
H 2.992 -1.417 -2.891 0.30
H 1.759 -0.147 -3.168 0.27
H 1.247 -1.790 -2.692 0.25
C -1.861 -1.602 -2.617 0.55
C -3.072 -1.049 -3.039 -0.28
C -3.641 -1.508 -4.229 -0.11
C -3.013 -2.514 -4.967 0.07
C -1.827 -3.088 -4.498 -0.13
C -1.250 -2.646 -3.308 -0.25
O -1.210 -1.132 -1.488 -0.67
H -1.677 -0.329 -1.139 0.49
H -3.546 -0.272 -2.440 0.24
H -4.571 -1.059 -4.575 0.29
H -3.468 -2.839 -5.904 0.28
H -1.363 -3.898 -5.054 0.29
H -0.354 -3.096 -2.888 0.26
O -2.205 0.393 3.127 -0.33
C -1.529 0.185 2.217 0.51
```